1.
ORCA calculation (wB97M-V/def2-TZVPD) on a cluster of 4 separate species, C37H69ClN6O2 in total in a non-equilibrium geometry.

XYZ file:
```
115
C37H69ClN6O2, DFT wB97M-V/def2-TZVPD
C 3.0882 -8.3640 -2.8638
C 3.3602 -7.9712 -1.4517
C 2.4485 -6.9737 -0.5228
C 2.1270 -5.5050 -1.2399
C 3.3758 -4.6451 -1.8277
N 3.2767 -3.3007 -2.4910
C 1.8400 -2.8601 -2.5279
C 1.5415 -1.3644 -3.2029
C 2.8598 -0.5027 -3.7610
C 3.7226 0.2095 -2.5556
N 3.4445 1.7057 -2.3979
N 5.1996 0.1213 -2.9934
N 3.5292 -0.4235 -1.1945
C 0.0542 -0.7016 -3.3919
C -0.2403 0.7736 -4.0947
C -0.5657 1.9707 -3.0231
C 0.5584 3.1839 -3.0043
Cl -0.8100 1.4170 -1.2716
C -1.2347 -1.6233 -2.8651
C -2.7768 -1.0758 -3.0517
N -3.6496 -2.0581 -3.8611
C -0.9692 -3.1091 -2.1459
C -2.2456 -4.0181 -1.6151
C -3.1824 -3.2754 -0.4921
O -4.4624 -3.0032 -0.8692
O -2.7809 -2.8887 0.8704
C 0.5724 -3.7223 -1.9845
N 0.6920 -5.0695 -1.3293
H 3.2817 -9.4670 -3.2294
H 2.7228 -7.5619 -3.6367
H 4.3142 -8.4519 -0.9373
H 1.3907 -7.5010 -0.3670
H 2.9269 -6.7556 0.5491
H 4.4634 -5.1100 -1.7063
H 3.5793 -1.3320 -4.2295
H 2.5960 0.2229 -4.6401
H 3.0662 1.9951 -3.3357
H 4.3490 2.2156 -2.2348
H 5.5213 -0.8921 -2.9481
H 5.1956 0.3167 -4.0377
H 4.3413 -1.0882 -1.0824
H 3.6236 0.2633 -0.4121
H -1.1816 0.6283 -4.8144
H 0.6288 1.1510 -4.7830
H -1.5810 2.4888 -3.3760
H 0.0173 4.2360 -2.9277
H 1.2321 3.2271 -3.9622
H 1.2199 3.0892 -2.0206
H -2.8614 -0.0451 -3.5992
H -3.2856 -0.9194 -1.9842
H -3.4969 -1.8253 -4.8879
H -4.6511 -1.7475 -3.6975
H -2.9149 -4.2468 -2.5750
H -1.9434 -5.0613 -1.1785
H -2.7683 -1.8677 0.8390
C -0.5222 -0.2410 2.1206
C -1.5380 0.4519 3.0159
C -0.9433 0.9487 4.3355
C -0.3852 -0.1412 5.2589
C -1.3807 -1.2313 5.6636
C -2.5616 -0.7007 6.4626
H -0.1191 -1.1432 2.5892
H -0.9933 -0.5392 1.1782
H 0.3109 0.4289 1.8848
H -2.3812 -0.2214 3.2043
H -1.9473 1.3128 2.4746
H -1.7088 1.5221 4.8711
H -0.1366 1.6590 4.1156
H 0.0020 0.3404 6.1648
H 0.4786 -0.6167 4.7793
H -0.8524 -1.9723 6.2756
H -1.7443 -1.7662 4.7810
H -2.2222 -0.1984 7.3734
H -3.2176 -1.5269 6.7560
H -3.1590 0.0054 5.8796
C -9.6903 -1.0070 5.4515
C -8.1958 -1.2289 5.6268
C -7.3786 0.0628 5.5520
C -7.4425 0.8066 4.2124
C -7.0058 -0.0047 2.9900
C -5.5508 -0.4451 3.0490
H -9.9254 -0.5981 4.4648
H -10.2258 -1.9567 5.5530
H -10.0744 -0.3196 6.2120
H -7.8419 -1.9506 4.8828
H -8.0262 -1.6898 6.6070
H -6.3339 -0.1692 5.7897
H -7.7206 0.7448 6.3404
H -6.8152 1.7031 4.2864
H -8.4641 1.1682 4.0457
H -7.1449 0.6150 2.0959
H -7.6500 -0.8795 2.8596
H -4.8850 0.4187 3.1363
H -5.2853 -0.9862 2.1347
H -5.3650 -1.1128 3.8946
C 3.9961 5.5396 -2.7830
C 5.0809 5.0567 -1.8324
C 5.9295 6.1916 -1.2549
C 6.7320 7.0021 -2.2802
C 7.6994 6.1908 -3.1457
C 8.7948 5.5055 -2.3427
H 4.4194 6.0319 -3.6630
H 3.3983 4.6916 -3.1331
H 3.3235 6.2432 -2.2821
H 5.7157 4.3235 -2.3416
H 4.6025 4.5247 -1.0018
H 6.6130 5.7727 -0.5072
H 5.2744 6.8814 -0.7084
H 7.2972 7.7731 -1.7429
H 6.0409 7.5411 -2.9389
H 8.1706 6.8695 -3.8669
H 7.1554 5.4468 -3.7355
H 9.3799 6.2371 -1.7774
H 9.4762 4.9738 -3.0152
H 8.3840 4.7741 -1.6416
```

Summary:
* energy: -2389.78946 Eh
* LUMO energy: -1.092 eV
* largest force on an atom: 8.63 eV Å⁻¹

Atom charges from the Mulliken analysis, given in e for atoms 1 to 99: -0.5237, -0.2822, -0.4992, 0.3576, -0.3827, -0.2886, 0.2537, 0.3457, -1.2003, 0.2216, -0.2997, -0.8029, -0.4388, -0.0731, -1.0105, 0.1276, -1.0260, -0.1425, 0.3505, -0.5848, -0.5629, 0.0215, -0.6195, 0.5082, -0.5334, -0.4161, 0.2410, -0.3799, 0.2416, 0.2300, 0.2775, 0.2347, 0.2958, 0.2441, 0.3913, 0.4310, 0.1848, 0.1407, 0.3156, 0.2825, 0.2870, 0.3119, 0.4039, 0.3131, 0.3965, 0.3219, 0.2025, 0.2654, 0.1983, 0.1910, 0.2615, 0.2822, 0.3302, 0.3016, 0.1986, -0.9455, 0.5802, -1.0041, -0.7641, -0.2562, -1.0850, 0.2781, -0.0864, 0.3638, -0.3009, 0.4115, 0.3423, 0.4102, 0.4313, 0.2856, 0.3659, 0.1599, 0.3535, 0.3586, 0.1529, -1.2104, -0.3761, -0.3674, -0.7688, -0.5694, -0.8449, 0.2782, 0.3790, 0.2906, 0.2427, 0.3724, 0.0177, 0.3963, 0.3563, 0.3409, 0.3658, 0.2964, 0.2734, 0.2973, 0.2484, -0.6820, -0.2505, -0.9227, -0.7300

2.
ORCA calculation (wB97M-V/def2-TZVPD) on a cluster of 6 separate species, C47H47Cl2F17N5O10P2 in total in a non-equilibrium geometry.

XYZ file:
```
130
C47H47Cl2F17N5O10P2, DFT wB97M-V/def2-TZVPD
C 5.2858 2.5190 1.9266
C 5.0709 0.9442 2.3665
P 3.7247 0.0201 1.3765
C 3.5325 0.6700 -0.4088
C 2.8894 -0.4027 -1.4738
P 1.8282 -0.1190 2.4423
C 1.6349 -1.8969 1.7172
C 0.0838 -2.4828 1.8336
C -0.2449 -3.7143 0.8088
F -1.0401 -4.7491 1.5089
F 1.0592 -4.3723 0.4281
C -1.0327 -3.3038 -0.5673
F -0.0788 -2.8862 -1.6625
F -1.6282 -4.5944 -1.0855
C -2.3020 -2.2877 -0.3767
F -3.3119 -2.6945 -1.4257
F -2.9462 -2.5736 0.9240
C -1.9861 -0.7019 -0.6688
F -0.5653 -0.3038 -0.3668
F -2.1081 -0.5506 -2.1682
C -2.9320 0.3547 0.1533
F -4.3451 -0.1594 0.0048
F -2.6570 0.2558 1.6362
C -2.7578 1.9299 -0.2497
F -1.7428 2.2195 -1.2865
F -2.2860 2.6555 0.9894
C -4.1441 2.6819 -0.7032
F -5.1396 2.6356 0.4328
F -4.7916 2.0283 -1.9024
C -3.9884 4.2654 -1.0929
F -3.2232 4.5175 -2.3565
F -3.4882 5.1394 -0.0076
F -5.3887 4.7512 -1.3907
C 1.9848 1.6558 3.1970
Cl 1.8629 2.9526 1.8529
C 0.6411 1.9015 4.1613
C 0.5572 3.5095 4.6060
Cl 0.9265 0.9352 5.7353
H 6.3918 2.8059 1.6743
H 4.6165 2.8337 1.0024
H 4.9409 3.1890 2.8266
H 6.1267 0.4092 2.2196
H 4.8280 0.8396 3.5163
H 2.9523 1.7080 -0.4776
H 4.6305 0.9137 -0.8032
H 1.8277 -0.8246 -1.1537
H 2.6855 0.1995 -2.4834
H 3.6345 -1.2669 -1.7655
H 2.5628 -0.6601 3.5778
H 0.5927 -0.2853 3.1643
H 1.1972 0.5012 1.3028
H 2.0852 -2.0281 0.6455
H 2.2835 -2.6001 2.4309
H -0.7315 -1.6107 1.8267
H 0.0150 -2.9382 2.9352
H 2.9042 1.7872 3.9083
H -0.3617 1.6190 3.6281
H 0.0915 4.1642 3.7479
H 1.5946 3.9232 4.9870
H -0.1769 3.5317 5.5440
C -6.5878 -2.6157 0.6713
C -5.8155 -3.7777 0.6334
C -6.3948 -5.0130 0.9296
C -7.7558 -5.0740 1.2596
C -8.5316 -3.9081 1.3060
C -7.9405 -2.6781 1.0105
N -8.3766 -6.3726 1.5472
O -7.6525 -7.3788 1.5144
O -9.5893 -6.3891 1.8020
H -6.1330 -1.6555 0.4341
H -4.7616 -3.7208 0.3697
H -5.7794 -5.9094 0.8956
H -9.5878 -3.9403 1.5654
H -8.5350 -1.7677 1.0408
C -1.9671 6.4123 -6.2434
C -1.5420 5.4359 -5.3411
C -0.2400 5.4674 -4.8379
C 0.6305 6.4885 -5.2434
C 0.2088 7.4655 -6.1550
C -1.0948 7.4220 -6.6536
N 1.9924 6.5417 -4.6985
O 2.3338 5.6484 -3.9091
O 2.7210 7.4785 -5.0554
H -2.9850 6.3868 -6.6287
H -2.2272 4.6513 -5.0274
H 0.0760 4.6992 -4.1355
H 0.8754 8.2607 -6.4820
H -1.4326 8.1776 -7.3594
C 4.3329 10.0668 -6.8366
C 4.7580 9.0905 -5.9343
C 6.0600 9.1219 -5.4311
C 6.9305 10.1430 -5.8366
C 6.5088 11.1200 -6.7482
C 5.2052 11.0765 -7.2468
N 8.2924 10.1962 -5.2916
O 8.6338 9.3029 -4.5022
O 9.0210 11.1331 -5.6486
H 3.3150 10.0414 -7.2219
H 4.0728 8.3059 -5.6206
H 6.3760 8.3538 -4.7286
H 7.1754 11.9152 -7.0752
H 4.8674 11.8322 -7.9525
C -7.3671 -8.8038 5.1516
C -6.9420 -9.7801 6.0539
C -5.6400 -9.7487 6.5571
C -4.7695 -8.7276 6.1516
C -5.1912 -7.7506 5.2400
C -6.4948 -7.7941 4.7415
N -3.4076 -8.6744 6.6966
O -3.0662 -9.5676 7.4860
O -2.6790 -7.7375 6.3396
H -8.3850 -8.8292 4.7663
H -7.6272 -10.5647 6.3677
H -5.3240 -10.5168 7.2596
H -4.5246 -6.9554 4.9130
H -6.8326 -7.0384 4.0357
C 6.0465 -7.1626 -0.2591
C 4.7962 -6.6418 -0.5964
C 4.3961 -5.4019 -0.0946
C 5.2618 -4.6866 0.7443
C 6.5144 -5.2105 1.0906
C 6.9024 -6.4528 0.5849
N 4.8573 -3.3711 1.2545
O 3.7338 -2.9504 0.9407
O 5.6636 -2.7548 1.9659
H 6.3564 -8.1272 -0.6574
H 4.1342 -7.2016 -1.2536
H 3.4186 -5.0098 -0.3669
H 7.1941 -4.6683 1.7447
H 7.8740 -6.8667 0.8455
```

Summary:
* charge: -1
* energy: -6145.14968 Eh
* LUMO energy: 0.152 eV
* largest force on an atom: 5.51 eV Å⁻¹

Atom charges from the Mulliken analysis, given in e for atoms 1 to 99: -0.6913, -0.5884, 0.2152, -0.5174, -0.6161, 0.4995, -0.6331, -0.4034, 0.6048, -0.3377, -0.2044, 0.2625, -0.2660, -0.3254, 0.6775, -0.3363, -0.2685, 0.6075, -0.1809, -0.3154, 0.4706, -0.2150, -0.2748, 0.5585, -0.2315, -0.2532, 0.6518, -0.2746, -0.2797, 0.4610, -0.1775, -0.1993, -0.2577, -0.4373, -0.2030, 0.2635, -0.9789, -0.2242, 0.2754, 0.1485, 0.1422, 0.2869, 0.3542, 0.2494, 0.3317, -0.0257, 0.2959, 0.2100, -0.0300, -0.1307, -0.4513, -0.0279, 0.3064, -0.1035, 0.3971, 0.3814, 0.1341, 0.2498, 0.2308, 0.3593, -0.1394, -0.1860, -0.4033, -0.0974, -0.4471, -0.6760, 1.0078, -0.5689, -0.6118, 0.4377, 0.2991, 0.4717, 0.4437, 0.3881, -0.4655, -0.3999, -0.4878, 0.0221, -0.1189, -0.4991, 0.9324, -0.5580, -0.6157, 0.3641, 0.3857, 0.5686, 0.4313, 0.3689, -0.4212, -0.3198, -0.4509, 0.0705, -0.4084, -0.4333, 0.9604, -0.5787, -0.5948, 0.3428, 0.6701

3.
ORCA calculation (wB97M-V/def2-TZVPD) on a cluster of 2 separate species, C5H12NO in total in a non-equilibrium geometry.

XYZ file:
```
19
C5H12NO, DFT wB97M-V/def2-TZVPD
C 3.2627 0.6370 0.8016
C -1.0858 -1.3126 1.2362
C -0.0348 0.7791 -1.7734
C -1.1817 -0.4179 0.0378
C 0.1146 -0.1366 -0.6058
N 0.9935 0.5892 0.3376
O 2.2557 0.1296 0.2604
H 4.1942 0.1195 0.6745
H 3.2852 1.1617 1.7126
H -2.0835 -1.6736 1.4555
H -0.5087 -2.1550 0.7858
H -0.6907 -0.9946 2.1443
H -1.1321 0.7550 -1.9421
H 0.4463 1.7976 -1.5825
H 0.4598 0.4771 -2.6875
H -1.9601 -0.5992 -0.7222
H -1.4365 0.6711 0.5498
H 0.5579 -1.0540 -0.8530
H -1.1392 1.4011 1.2118
```

Summary:
* charge: +1
* energy: -327.11336 Eh
* energy above the lowest of the compared OMol25 structures with the same formula, charge and spin: 909.0 kJ/mol
* LUMO energy (alpha / beta): -7.094 / -7.091 eV
* largest force on an atom: 3.50 eV Å⁻¹

Electronic structure analysis, Mulliken charges in units of e: -0.1177, -1.1445, -1.2190, -0.1224, 0.5420, -0.5896, -0.0371, 0.2809, 0.2854, 0.4060, 0.3035, 0.3366, 0.2976, 0.3408, 0.3328, 0.3878, -0.4337, 0.4380, 0.7126

4.
ORCA calculation (wB97M-V/def2-TZVPD) on a cluster of 15 separate species, H29O15 in total in a non-equilibrium geometry.

XYZ file:
```
44
H29O15, DFT wB97M-V/def2-TZVPD
O 1.5282 2.7532 -1.3418
H 1.9234 3.3924 -0.7161
H 2.5657 -1.8152 -2.0702
O 1.5777 -0.5379 0.7346
H 0.1404 -0.3077 1.1150
H 1.2132 -0.9636 1.5546
O 1.6930 -1.7616 -1.7114
H 1.0460 1.1944 2.1428
H -1.4110 2.9267 -0.3978
O -1.4249 -4.8806 -0.3110
H -0.8389 1.6785 4.9004
H -0.6536 -4.2444 -0.2261
O 4.1811 -0.2765 2.6577
H 4.0285 0.6626 2.5506
H -1.3364 -4.0567 1.9260
O -3.3248 0.2113 -4.3255
H -4.3093 1.5534 0.8357
H -2.4263 0.3650 -4.0122
O 1.5527 2.0339 2.2763
H 3.5337 -0.5955 2.0628
H 1.7178 2.5773 3.0701
O -0.7589 0.2737 1.2033
H -0.7886 1.8696 0.6428
H 0.6604 2.6984 -0.7798
O -0.1444 1.8302 4.2952
H -0.5392 1.5167 3.4235
H 1.7569 -1.3062 -0.8009
O -4.8607 0.8077 0.6335
H -0.9811 -5.6538 -0.7088
O 3.6861 0.5214 -3.4035
H 3.6835 0.8494 -4.3093
H -4.1606 0.1847 0.3954
O -0.8896 -2.0899 -0.3090
H 0.0844 -2.0998 -0.2334
H -1.2119 -2.5234 -1.0617
O -1.9270 -4.0281 2.6647
H -2.7805 -4.3756 2.2930
H -1.2457 -0.3379 0.7066
O -0.6512 2.4795 -0.0963
H -3.7067 -0.4080 -3.6491
H 4.0655 1.2484 -2.9780
O -0.1568 3.0738 -3.2866
H 0.6517 2.7444 -2.7220
H -0.7618 2.8161 -2.6338
```

Summary:
* energy: -1145.76051 Eh
* energy above the lowest of the compared OMol25 structures with the same formula, charge and spin: 170.6 kJ/mol
* multiplicity: 2
* LUMO energy (alpha / beta): -0.733 / -5.478 eV
* largest force on an atom: 4.36 eV Å⁻¹

Electronic structure analysis, Mulliken charges in units of e: -0.6948, 0.3087, 0.2979, -0.5217, -0.0094, 0.5888, -0.6296, 0.2737, 0.2376, -0.6161, 0.2777, 0.2686, -0.5997, 0.3317, 0.3460, -0.6306, 0.3024, 0.3234, -0.5668, 0.2867, 0.2977, -0.5343, 0.3904, 0.4105, -0.6172, 0.3575, 0.4612, -0.6049, 0.3173, -0.5768, 0.3023, 0.3117, -0.6875, 0.3191, 0.2988, -0.6301, 0.3182, 0.2771, -0.5963, 0.3116, 0.2907, -0.6635, 0.4366, 0.2353